The following is a DFT calculation (ωB97M-V/def2-TZVPD) of C5H12CuO3 as an isolated structure.

XYZ file:
```
21
Properties=species:S:1:pos:R:3:mulliken_spin:R:1
O 2.009 1.480 -0.125 0.018
C 1.689 1.645 1.208 0.011
C 0.452 0.879 1.664 0.001
O -0.687 1.406 1.019 0.002
C -1.531 0.834 0.067 -0.003
C -1.430 -0.646 -0.227 0.007
O -0.227 -0.951 -0.930 -0.009
C -0.095 -2.325 -1.268 -0.009
H 1.504 2.720 1.419 -0.001
H 2.517 1.333 1.878 -0.002
H 0.293 1.033 2.741 0.001
H 0.592 -0.204 1.510 -0.001
H -1.408 1.428 -0.852 0.003
H -2.557 1.024 0.410 -0.001
H -2.279 -0.947 -0.859 0.000
H -1.454 -1.237 0.702 0.004
H 0.878 -2.448 -1.756 0.008
H -0.144 -2.942 -0.359 0.001
H -0.900 -2.612 -1.959 -0.004
H 1.619 0.134 -2.927 0.251
Cu 1.162 0.396 -1.355 0.723
```

Properties
Multiplicity: 2
Expectation value of S²: 0.754
Energy (eV): -56157.631
Highest occupied orbital energy (alpha / beta) (eV): -8.5 / -8.5

---

The following is a DFT calculation (ωB97M-V/def2-TZVPD) of C5H12CuO3 as an isolated structure.

XYZ file:
```
21
Properties=species:S:1:pos:R:3:mulliken_spin:R:1
H 0.131 2.614 1.846 0.307
C 6.715 1.568 1.852 -0.021
O 6.279 2.775 1.312 0.432
C 5.731 0.438 1.558 0.011
O 4.422 0.933 1.898 0.044
C 3.333 0.089 1.548 -0.011
C 2.067 0.908 1.659 0.019
O 2.296 2.148 1.008 -0.065
C 1.137 2.963 0.907 -0.092
Cu 4.370 2.819 1.366 0.493
H 6.842 1.639 2.951 0.007
H 7.693 1.258 1.439 0.035
H 5.937 -0.463 2.153 -0.001
H 5.737 0.180 0.487 0.000
H 3.288 -0.767 2.236 0.006
H 3.471 -0.278 0.519 0.000
H 1.803 1.100 2.713 -0.020
H 1.233 0.372 1.180 0.006
H 1.165 4.075 -0.221 0.684
H 0.481 2.528 0.136 0.085
H 1.279 3.852 1.539 0.082
```

Properties
Multiplicity: 3
Charge: +1
Expectation value of S²: 2.024
Energy (eV): -56147.175
Highest occupied orbital energy (alpha / beta) (eV): -11.2 / -14.0

---

The following is a DFT calculation (ωB97M-V/def2-TZVPD) of C5H12F4HgN2O15S4 as an isolated structure.

XYZ file:
```
43
Properties=species:S:1:pos:R:3:mulliken_charge:R:1
Hg 1.302 -0.462 1.217 2.009
N 2.485 -0.054 -0.538 -0.258
S 3.253 1.288 -0.867 0.879
O 3.143 1.956 -2.186 -0.633
O 4.399 1.622 -0.031 -0.576
F 2.086 2.115 -0.134 -0.260
S 3.620 -0.899 -1.469 0.892
O 5.014 -0.913 -0.976 -0.545
O 3.322 -0.886 -2.916 -0.591
F 2.982 -2.297 -0.981 -0.248
N -0.367 0.876 1.685 -0.471
S -0.178 2.535 2.397 1.030
O -0.271 2.742 3.853 -0.553
O -0.406 3.684 1.531 -0.590
F 1.423 2.548 2.333 -0.250
S -1.690 0.651 2.429 0.931
O -2.733 1.699 2.470 -0.613
O -1.803 -0.252 3.571 -0.667
F -2.353 -0.304 1.269 -0.281
C 2.686 -1.207 3.323 0.782
O 2.801 -0.035 2.843 -0.733
O 3.265 -1.530 4.353 -0.845
O 1.870 -2.021 2.952 -0.628
C -3.473 1.472 -1.063 0.010
C -2.050 2.101 -1.223 -0.746
O -1.015 1.173 -0.865 -0.177
O -3.645 0.499 -2.079 -0.592
H -4.373 2.085 -1.026 0.383
H -3.685 1.010 -0.099 0.047
H -2.111 3.071 -0.730 0.335
H -1.868 2.372 -2.263 0.492
H -0.816 1.266 0.070 0.168
H -2.761 0.336 -2.414 0.259
C -1.429 -2.804 -1.856 -0.428
C -0.152 -2.724 -1.154 0.180
O -0.352 -2.334 0.227 -0.403
O -1.514 -1.655 -2.729 -0.491
H -2.241 -3.007 -1.158 0.319
H -1.431 -3.644 -2.551 0.307
H 0.580 -1.979 -1.466 -0.111
H 0.193 -3.758 -1.160 0.172
H -1.004 -2.942 0.584 0.205
H -0.703 -1.398 -3.173 0.290
```

Properties
Charge: -2
Energy (eV): -97451.907
Highest occupied orbital energy (eV): -1.2

---

The following is a DFT calculation (ωB97M-V/def2-TZVPD) of an isolated ion of composition C5H12FIN and charge +1.

XYZ file:
```
20
Properties=species:S:1:pos:R:3:mulliken_charge:R:1
C -0.087 -1.489 -0.854 -1.621
C -0.114 -0.453 0.213 1.238
C 0.131 -0.936 1.622 -1.499
N -1.535 0.240 0.051 -0.354
C 0.876 0.768 -0.133 -0.103
C 0.476 1.777 -1.166 -1.229
F 0.916 1.464 1.070 -0.276
I 3.034 -0.156 -0.260 0.127
H -0.121 -1.107 -1.827 0.401
H 0.844 -2.130 -0.681 0.380
H -0.813 -2.227 -0.648 0.529
H -0.253 -0.198 2.368 0.406
H 1.115 -0.998 2.068 0.301
H -0.259 -1.880 1.996 0.418
H -1.539 1.188 0.499 0.373
H -2.183 -0.474 0.426 0.392
H -1.913 0.467 -0.856 0.329
H 1.255 2.550 -1.037 0.388
H 0.524 1.346 -2.148 0.320
H -0.354 2.247 -0.703 0.478
```

Properties
Charge: +1
Energy (eV): -17680.017
Highest occupied orbital energy (eV): -13.1
SMILES string: CC(C)([NH3+])[C@@](C)(F)I

---

The following is a DFT calculation (ωB97M-V/def2-TZVPD) of C5H12FMnO2 as an isolated structure.

XYZ file:
```
21
Properties=species:S:1:pos:R:3:mulliken_spin:R:1
F 1.713 0.057 0.300 -0.046
C -1.429 -0.136 1.612 -0.035
O -0.834 -0.758 0.453 -0.114
C 0.227 -1.723 0.688 -0.028
C 1.435 -1.266 -0.077 0.040
H -1.810 1.034 1.080 0.024
H -1.527 -0.825 2.461 -0.005
H -0.618 0.481 2.013 -0.059
H -0.123 -2.701 0.335 0.006
H 0.443 -1.780 1.761 -0.006
H 1.278 -1.282 -1.162 -0.002
H 2.299 -1.884 0.194 0.004
C -3.848 0.071 -0.900 -0.002
O -2.799 -0.891 -0.912 -0.014
C -2.404 -1.438 0.258 -0.125
H -4.675 -0.335 -1.492 0.001
H -4.197 0.273 0.123 -0.001
H -3.496 1.010 -1.347 0.000
H -2.103 -2.481 0.109 -0.008
H -3.209 -1.486 1.008 -0.017
Mn 0.326 1.722 0.544 5.387
```

Properties
Multiplicity: 6
Charge: +1
Expectation value of S²: 9.190
Energy (eV): -43496.120
Highest occupied orbital energy (alpha / beta) (eV): -10.3 / -8.9

---

The following is a DFT calculation (ωB97M-V/def2-TZVPD) of an isolated ion of composition C5H12IN2 and charge +1.

XYZ file:
```
20
Properties=species:S:1:pos:R:3:mulliken_charge:R:1
C 0.388 -2.693 -0.577 -1.035
N -0.231 -1.451 -0.073 -0.234
C 0.409 -0.202 -0.470 1.077
C 1.170 -0.337 -1.824 -1.096
C 0.562 1.095 0.131 -1.058
N -0.220 1.411 1.375 -0.086
C -1.543 2.140 1.224 -0.910
I -2.647 2.462 3.123 0.184
H 0.373 -3.392 0.198 0.371
H -0.100 -3.237 -1.366 0.345
H 1.367 -2.512 -0.916 0.365
H -1.075 -1.585 0.544 0.258
H 1.818 0.585 -1.761 0.311
H 0.602 -0.353 -2.723 0.270
H 1.775 -1.217 -1.739 0.351
H 1.007 2.006 -0.444 0.240
H 0.434 1.828 1.999 0.370
H -0.523 0.513 1.813 0.408
H -1.306 3.176 0.855 0.424
H -2.262 1.762 0.632 0.444
```

Properties
Charge: +1
Energy (eV): -16451.259
Highest occupied orbital energy (eV): -12.7
SMILES string: CN/C(C)=C\[NH2+]CI

---

The following is a DFT calculation (ωB97M-V/def2-TZVPD) of a 2-piece molecular cluster, C5H12IN2 overall.

XYZ file:
```
20
Properties=species:S:1:pos:R:3:mulliken_charge:R:1
C 0.417 -0.684 -0.020 0.019
C -0.243 0.456 0.722 -0.308
C 0.629 -0.934 -1.414 -1.405
C 2.262 1.283 0.638 -0.741
C -3.372 -0.061 0.877 -0.874
N 0.975 0.600 0.528 0.139
N -2.881 1.303 0.804 -0.582
I -5.453 -0.238 -0.116 0.024
H 0.568 -1.541 0.625 0.369
H -1.132 0.946 0.971 0.859
H 1.659 -1.202 -1.469 0.368
H 0.257 -0.254 -2.187 0.325
H 0.261 -1.871 -1.743 0.456
H 2.428 1.627 1.680 0.341
H 2.978 0.492 0.364 0.305
H 2.270 2.095 0.013 0.365
H -2.692 -0.630 0.301 0.369
H -3.339 -0.283 1.946 0.477
H -2.933 1.620 -0.154 0.284
H -3.260 1.915 1.447 0.212
```

Properties
Charge: +1
Energy (eV): -16450.278
Highest occupied orbital energy (eV): -12.2

---

The following is a DFT calculation (ωB97M-V/def2-TZVPD) of a 2-piece molecular cluster, C5H12N overall.

XYZ file:
```
18
Properties=species:S:1:pos:R:3:mulliken_spin:R:1
C 1.931 0.711 -0.796 -0.006
C 0.646 0.325 -1.533 0.016
C 0.086 -1.020 -1.118 -0.002
C -1.225 -1.252 -1.011 0.006
H 2.464 -0.162 -0.423 0.001
H 2.606 1.230 -1.480 0.001
H 1.735 1.395 0.026 -0.003
H 0.834 0.204 -2.607 0.000
H -0.141 1.080 -1.492 0.001
H 0.789 -1.830 -0.958 -0.001
H -1.574 -2.189 -0.596 -0.001
H -1.985 -0.529 -1.276 0.001
C -0.993 0.381 2.785 0.764
N -0.644 0.593 1.491 0.266
H -0.867 1.193 3.482 0.010
H -1.380 -0.583 3.068 0.017
H -0.587 -0.134 0.789 -0.044
H -0.289 1.479 1.190 -0.026
```

Properties
Multiplicity: 2
Expectation value of S²: 0.753
Energy (eV): -6867.026
Highest occupied orbital energy (alpha / beta) (eV): -5.7 / -9.8

---

The following is a DFT calculation (ωB97M-V/def2-TZVPD) of a 2-piece molecular cluster, C5H12N overall.

XYZ file:
```
18
Properties=species:S:1:pos:R:3:mulliken_charge:R:1
C -0.304 -1.973 -0.635 -0.521
C 0.193 -0.760 -0.881 -0.493
C -2.622 1.028 0.641 -0.885
C 1.132 1.084 0.355 -1.162
C 1.341 -0.183 -0.168 0.890
N 2.491 -0.745 -0.185 -0.278
H -0.976 -2.546 -1.181 0.372
H 0.227 -2.581 0.199 0.216
H -2.125 1.932 0.870 0.267
H -1.978 0.516 -0.171 0.092
H -2.666 0.341 1.558 0.234
H 0.873 1.884 -0.370 0.344
H 1.871 1.554 0.908 0.469
H 0.213 0.997 0.895 0.213
H -0.100 -0.142 -1.815 0.354
H 3.374 -0.166 0.215 0.362
H 2.678 -1.638 -0.450 0.218
H -3.624 1.398 0.216 0.309
```

Properties
Charge: +1
Energy (eV): -6861.017
Highest occupied orbital energy (eV): -15.1

---

The following is a DFT calculation (ωB97M-V/def2-TZVPD) of an isolated ion of composition C5H12N and charge +1.

XYZ file:
```
18
Properties=species:S:1:pos:R:3:mulliken_charge:R:1
C -1.401 -1.583 1.444 -0.671
C -0.741 -0.438 1.237 -0.264
C 0.714 -0.155 0.907 -0.471
C 0.861 1.215 0.117 -0.597
C 0.807 0.970 -1.382 -0.584
N -0.271 -0.028 -1.753 -0.306
H -1.173 -2.525 0.945 0.243
H -2.138 -1.577 2.237 0.259
H -1.271 0.402 1.711 0.207
H 1.261 -0.039 1.845 0.336
H 1.105 -1.088 0.494 0.362
H 1.752 1.640 0.568 0.359
H -0.034 1.776 0.426 0.361
H 1.700 0.411 -1.652 0.381
H 0.528 1.905 -1.847 0.353
H -1.086 0.075 -1.135 0.307
H -0.494 0.024 -2.757 0.382
H 0.026 -1.011 -1.797 0.343
```

Properties
Charge: +1
Energy (eV): -6861.469
Highest occupied orbital energy (eV): -13.3
SMILES string: C=CCCC[NH3+]

---

The following is a DFT calculation (ωB97M-V/def2-TZVPD) of an isolated ion of composition C5H12N and charge +1.

XYZ file:
```
18
Properties=species:S:1:pos:R:3:mulliken_charge:R:1
C -0.155 1.522 -1.888 -1.270
C -0.351 0.827 -0.630 0.193
N -0.678 1.393 0.672 -0.167
C 0.167 -1.359 1.973 -1.097
C -0.047 -1.458 0.460 -0.460
C 0.641 -0.465 -0.456 -0.130
H -0.982 2.331 -1.901 0.357
H 0.765 2.110 -1.999 0.360
H -0.224 0.944 -2.870 0.371
H -1.348 0.532 -0.383 0.370
H -0.273 -2.194 2.532 0.364
H -0.450 2.382 0.660 0.316
H 1.251 -1.201 2.193 0.334
H -0.378 -0.395 2.401 0.236
H -1.065 -1.406 0.181 0.310
H 0.411 -2.488 0.208 0.306
H 1.525 -0.146 0.302 0.243
H 1.191 -0.929 -1.455 0.364
```

Properties
Charge: +1
Energy (eV): -6856.419
Highest occupied orbital energy (eV): -15.2

---

The following is a DFT calculation (ωB97M-V/def2-TZVPD) of an isolated ion of composition C5H12N and charge +2.

XYZ file:
```
18
Properties=species:S:1:pos:R:3:mulliken_spin:R:1
C -1.227 -0.172 1.884 0.153
C -1.491 0.274 0.474 0.198
C -0.974 -0.654 -0.646 0.076
C 0.585 -0.622 -0.833 0.062
C 2.578 0.746 -0.777 0.001
N 1.258 0.657 -0.812 0.002
H -1.252 0.576 2.726 -0.003
H -2.009 -0.830 2.091 0.134
H -0.291 -0.752 1.982 0.035
H -2.547 0.361 0.379 0.136
H -1.273 1.399 0.373 0.144
H -1.185 -1.737 -0.681 0.028
H -1.424 -0.219 -1.631 0.015
H 1.130 -1.086 0.035 -0.002
H 0.820 -1.094 -1.861 0.018
H 3.213 1.628 -0.956 0.001
H 3.439 0.047 -0.792 0.001
H 0.651 1.478 -0.956 0.001
```

Properties
Multiplicity: 2
Charge: +2
Expectation value of S²: 0.753
Energy (eV): -6845.731
Highest occupied orbital energy (alpha / beta) (eV): -21.2 / -21.1